one:
This record from the OMol25 dataset describes a molecular structure, C9H11O3. The level of theory is the ωB97M-V functional and the def2-TZVPD basis.

```
! wB97M-V def2-TZVPD RIJCOSX def2/J DEFGRID3
* xyz -1 1
C -2.221 -1.361 -1.624
C -3.214 -0.715 -0.648
O -3.260 0.560 -0.578
O -3.908 -1.485 0.006
H -1.985 -0.706 -2.462
H -2.702 -2.261 -1.997
H -1.313 -1.581 -1.067
C 3.222 -0.466 1.549
C -0.289 1.333 -0.223
C -0.395 0.502 0.903
C 0.990 1.524 -0.799
C 0.716 -0.209 1.360
C 2.094 0.934 -0.208
C 1.987 0.060 0.866
O -1.327 1.914 -0.796
H -1.334 0.279 1.394
H -2.330 1.208 -0.744
H 1.030 2.239 -1.609
H 0.513 -0.984 2.047
H 3.072 1.095 -0.655
H 3.833 -1.159 0.958
H 2.992 -1.090 2.418
H 3.827 0.368 1.908
*
```

Computed properties:
E_HOMO in eV: -4.045
Gap between HOMO and LUMO in Ha: 0.2745
E_LUMO in eV: 3.42

Atom charges from the Mulliken analysis, given in e for atoms 1 to 6: C -0.82; C 0.64; O -0.59; O -0.69; H 0.27; H 0.33

two:
This record from the OMol25 dataset describes 2 unconnected molecules or ions with the total composition C9H11O3. The level of theory is the ωB97M-V functional and the def2-TZVPD basis.

```
! wB97M-V def2-TZVPD RIJCOSX def2/J DEFGRID3
* xyz -1 1
C -1.874 -4.568 0.230
C -1.228 -3.647 1.252
O -0.491 -2.712 0.879
O -1.531 -3.899 2.432
H -2.846 -4.810 0.536
H -1.306 -5.516 0.163
H -1.870 -4.103 -0.789
C 1.326 4.097 0.451
C 0.427 0.440 0.386
C 0.826 1.684 0.827
C 0.197 0.198 -0.927
C 0.923 2.757 -0.048
C 0.348 1.225 -1.850
C 0.724 2.503 -1.405
O -0.175 -1.076 -1.283
H 0.453 -0.438 1.024
H 0.986 1.890 1.933
H -0.212 -1.617 -0.477
H 0.175 0.998 -2.919
H 0.646 4.383 1.225
H 1.238 4.825 -0.354
H 0.827 3.289 -2.166
H 2.437 4.097 0.880
*
```

Computed properties:
E_HOMO in eV: -4.432
Gap between HOMO and LUMO in Ha: 0.2780
E_LUMO in eV: 3.13

Atom charges from the Mulliken analysis, given in e for atoms 1 to 6: C -0.77; C 0.45; O -0.73; O -0.73; H 0.31; H 0.20

The structure with the greatest stability is one.

one:
This record from the OMol25 dataset describes a gas-phase ion, C6H13N2OS (charge +1). The level of theory is the ωB97M-V functional and the def2-TZVPD basis.

```
! wB97M-V def2-TZVPD RIJCOSX def2/J DEFGRID3
* xyz 1 1
C 1.920 1.463 -0.134
C 0.478 1.523 0.359
C 1.467 -1.001 -0.826
C -1.969 0.042 -0.097
C -2.239 0.548 1.281
C -2.538 -0.776 -0.925
N 1.092 -1.827 0.069
N 2.364 0.016 -0.125
O 0.375 -2.949 -0.096
S -0.702 0.992 -0.905
H 1.941 1.683 -1.191
H 2.674 2.017 0.454
H 0.368 0.871 1.342
H 0.128 2.602 0.721
H 1.290 -1.019 -1.838
H -2.865 -0.205 1.891
H -2.753 1.528 1.306
H -1.323 0.427 1.888
H 0.209 -3.338 -0.994
H -2.272 -0.804 -1.964
H -3.310 -1.349 -0.627
H 3.377 -0.042 -0.388
H 2.288 -0.400 0.797
*
```

Computed properties:
E_HOMO in eV: -11.842
Gap between HOMO and LUMO in Ha: 0.3169
E_LUMO in eV: -3.22

Atom charges from the Mulliken analysis, given in e for atoms 1 to 6: C -0.77; C -0.41; C -0.32; C 0.94; C -1.02; C -1.05

two:
This record from the OMol25 dataset describes a gas-phase ion, C6H13N2OS (charge +1). The level of theory is the ωB97M-V functional and the def2-TZVPD basis.

```
! wB97M-V def2-TZVPD RIJCOSX def2/J DEFGRID3
* xyz 1 1
C 0.567 -0.486 1.150
C -2.310 -0.095 0.290
C 0.019 0.007 -0.153
C 0.510 -1.488 -0.110
C 1.195 2.274 -0.263
C 1.010 0.887 -0.849
N -1.283 0.409 -0.373
N -0.564 -2.368 -0.136
O 1.648 -1.800 -0.803
S -3.930 0.261 -0.259
H 1.420 -0.051 1.509
H 0.000 -0.730 1.976
H -2.355 -0.753 1.091
H 1.389 2.148 0.746
H 0.290 2.858 -0.309
H 1.929 2.852 -0.923
H 1.897 0.325 -0.838
H 0.791 0.975 -1.835
H -1.520 0.992 -1.270
H -0.336 -3.248 0.183
H -0.949 -2.516 -1.129
H 2.021 -2.565 -0.369
H -4.648 -0.339 0.776
*
```

Computed properties:
E_HOMO in eV: -13.362
Gap between HOMO and LUMO in Ha: 0.3231
E_LUMO in eV: -4.57

Atom charges from the Mulliken analysis, given in e for atoms 1 to 6: C -1.35; C -0.01; C 0.64; C 0.42; C -1.19; C -1.23

The structure with the greatest stability is two.

one:
This record from the OMol25 dataset describes a single C4H8O2 molecule. The level of theory is the ωB97M-V functional and the def2-TZVPD basis.

```
! wB97M-V def2-TZVPD RIJCOSX def2/J DEFGRID3
* xyz 0 1
O 1.593 1.164 0.232
C 1.459 -0.141 0.464
C 0.151 -0.314 1.208
C -0.900 -0.810 0.182
C -0.614 -0.100 -1.140
O -0.843 1.289 -1.087
H 2.366 1.290 -0.339
H 0.446 -0.338 -1.352
H 0.313 -1.052 2.000
H -0.198 0.624 1.658
H -0.805 -1.889 0.025
H -1.919 -0.621 0.543
H -1.189 -0.496 -1.979
H -0.152 1.680 -0.529
*
```

Computed properties:
E_HOMO in eV: -8.806
Gap between HOMO and LUMO in Ha: 0.3487
E_LUMO in eV: 0.68

Atom charges from the Mulliken analysis, given in e for atoms 1 to 6: O -0.37; C -0.49; C -0.31; C -0.39; C -0.66; O -0.51

two:
This record from the OMol25 dataset describes a single C4H8O2 molecule. The level of theory is the ωB97M-V functional and the def2-TZVPD basis.

```
! wB97M-V def2-TZVPD RIJCOSX def2/J DEFGRID3
* xyz 0 1
C 0.172 0.413 -1.553
C 0.400 -0.047 -0.122
C -0.626 0.522 0.857
O -0.071 0.430 2.156
C 0.435 -1.557 -0.006
O 0.490 -2.309 -0.951
H 0.892 -0.057 -2.227
H 0.276 1.501 -1.627
H -0.830 0.136 -1.900
H 1.374 0.313 0.247
H -0.853 1.562 0.579
H -1.571 -0.044 0.793
H -0.488 1.088 2.720
H 0.399 -1.949 1.032
*
```

Computed properties:
E_HOMO in eV: -9.701
Gap between HOMO and LUMO in Ha: 0.3825
E_LUMO in eV: 0.71

Atom charges from the Mulliken analysis, given in e for atoms 1 to 6: C -1.43; C 0.55; C -0.64; O -0.50; C -0.13; O -0.49

The structure with the greatest stability is two.

one:
This record from the OMol25 dataset describes a single C4H8O2 molecule. The level of theory is the ωB97M-V functional and the def2-TZVPD basis.

```
! wB97M-V def2-TZVPD RIJCOSX def2/J DEFGRID3
* xyz 0 1
C -0.252 1.384 -1.591
C -0.928 0.418 -0.613
O -1.277 -0.776 -1.282
C -0.035 0.338 0.596
O 0.285 -0.915 0.794
C 1.162 -1.147 1.909
H 0.005 2.320 -1.086
H -0.919 1.593 -2.431
H 0.665 0.931 -1.983
H -1.840 0.904 -0.224
H -0.920 -1.510 -0.764
H 2.109 -1.529 1.523
H 0.694 -1.889 2.560
H 1.305 -0.197 2.427
*
```

Computed properties:
E_HOMO in eV: -8.797
Gap between HOMO and LUMO in Ha: 0.3547
E_LUMO in eV: 0.86

Atom charges from the Mulliken analysis, given in e for atoms 1 to 6: C -1.22; C 0.91; O -0.56; C -0.73; O -0.15; C -0.57

two:
This record from the OMol25 dataset describes 2 unconnected molecules or ions with the total composition C4H8O2. The level of theory is the ωB97M-V functional and the def2-TZVPD basis.

```
! wB97M-V def2-TZVPD RIJCOSX def2/J DEFGRID3
* xyz 0 1
C 2.190 -0.239 -0.404
O 1.280 -1.019 -0.267
C -0.964 0.189 -0.256
C -1.776 -1.010 0.118
C -0.431 1.029 0.625
O 0.517 1.972 0.309
H 2.442 0.194 -1.395
H 1.208 1.524 -0.201
H 2.809 0.081 0.452
H -0.717 0.308 -1.311
H -1.261 -1.918 -0.222
H -1.890 -1.087 1.204
H -2.769 -0.996 -0.344
H -0.636 0.970 1.692
*
```

Computed properties:
E_HOMO in eV: -8.788
Gap between HOMO and LUMO in Ha: 0.3351
E_LUMO in eV: 0.33

Atom charges from the Mulliken analysis, given in e for atoms 1 to 6: C -0.33; O -0.35; C 0.09; C -1.06; C -0.33; O -0.45

three:
This record from the OMol25 dataset describes 2 unconnected molecules or ions with the total composition C4H8O2. The level of theory is the ωB97M-V functional and the def2-TZVPD basis.

```
! wB97M-V def2-TZVPD RIJCOSX def2/J DEFGRID3
* xyz 0 1
C -2.101 0.293 -0.140
C -0.766 -0.435 -0.060
C 0.429 0.458 -0.317
O 0.367 1.601 -0.686
C 1.821 -0.207 -0.109
O 2.917 0.437 -0.383
H -2.154 1.101 0.595
H -2.927 -0.399 0.050
H -2.244 0.738 -1.128
H -0.724 -1.254 -0.794
H -0.630 -0.918 0.918
H 1.727 -0.257 1.372
H 1.779 -1.309 -0.240
H 2.507 0.153 0.923
*
```

Computed properties:
E_HOMO in eV: -9.546
Gap between HOMO and LUMO in Ha: 0.3454
E_LUMO in eV: -0.15

Atom charges from the Mulliken analysis, given in e for atoms 1 to 6: C -1.21; C -0.29; C 0.43; O -0.50; C -0.01; O -0.65

four:
This record from the OMol25 dataset describes a single C4H8O2 molecule. The level of theory is the ωB97M-V functional and the def2-TZVPD basis.

```
! wB97M-V def2-TZVPD RIJCOSX def2/J DEFGRID3
* xyz 0 1
C 1.352 -0.865 -0.451
C 0.752 0.237 0.410
O 1.537 1.399 0.363
C -0.638 0.573 -0.159
O -0.699 1.459 -0.992
C -1.871 -0.185 0.302
H 0.778 -1.784 -0.308
H 2.395 -1.064 -0.190
H 1.323 -0.584 -1.508
H 0.688 -0.129 1.447
H 0.988 2.050 -0.106
H -1.999 -1.107 -0.279
H -2.721 0.470 0.109
H -1.885 -0.471 1.362
*
```

Computed properties:
E_HOMO in eV: -10.104
Gap between HOMO and LUMO in Ha: 0.4040
E_LUMO in eV: 0.89

Atom charges from the Mulliken analysis, given in e for atoms 1 to 6: C -1.27; C 0.36; O -0.57; C 0.65; O -0.58; C -1.16

The structure with the greatest stability is four.

one:
This record from the OMol25 dataset describes a single C4H7N molecule. The level of theory is the ωB97M-V functional and the def2-TZVPD basis.

```
! wB97M-V def2-TZVPD RIJCOSX def2/J DEFGRID3
* xyz 0 1
C -2.222 -0.071 0.098
C 0.054 0.622 -0.031
C 1.440 0.169 0.023
C 2.588 -0.255 0.034
H -2.910 -0.892 -0.117
H -2.525 0.813 -0.544
H -2.352 0.240 1.158
H -0.630 -1.284 0.343
H -0.047 1.305 -0.876
H -0.214 1.152 0.899
H 3.613 -0.607 0.128
N -0.871 -0.503 -0.247
*
```

Computed properties:
E_HOMO in eV: -9.220
Gap between HOMO and LUMO in Ha: 0.3785
E_LUMO in eV: 1.08

Atom charges from the Mulliken analysis, given in e for atoms 1 to 6: C -0.86; C -0.49; C -0.42; C 0.10; H 0.32; H 0.28

two:
This record from the OMol25 dataset describes a single C4H7N molecule. The level of theory is the ωB97M-V functional and the def2-TZVPD basis.

```
! wB97M-V def2-TZVPD RIJCOSX def2/J DEFGRID3
* xyz 0 1
C -0.099 -0.659 1.302
C -0.034 0.917 -0.600
C -0.474 -0.423 -0.211
C 0.584 -0.411 -1.264
N 0.164 2.122 -0.423
H -0.585 2.665 0.006
H -1.484 -0.708 -0.481
H 0.945 -0.397 1.481
H -0.215 -1.726 1.495
H -0.745 -0.075 1.964
H 1.626 -0.550 -1.016
H 0.317 -0.756 -2.254
*
```

Computed properties:
E_HOMO in eV: -8.371
Gap between HOMO and LUMO in Ha: 0.3465
E_LUMO in eV: 1.06

Atom charges from the Mulliken analysis, given in e for atoms 1 to 6: C -1.11; C 0.35; C 0.09; C -0.72; N -0.62; H 0.25

three:
This record from the OMol25 dataset describes a single C4H7N molecule. The level of theory is the ωB97M-V functional and the def2-TZVPD basis.

```
! wB97M-V def2-TZVPD RIJCOSX def2/J DEFGRID3
* xyz 0 1
C 1.273 0.406 -0.758
C 1.047 -0.651 0.300
C -0.197 -0.843 0.801
N -1.456 -0.624 0.253
C -1.998 0.516 0.186
H 2.324 0.690 -0.802
H 1.107 0.015 -1.757
H 0.673 1.301 -0.591
H 1.924 -1.242 0.508
H -0.158 -1.629 1.547
H -1.490 1.473 0.375
H -3.048 0.588 -0.062
*
```

Computed properties:
E_HOMO in eV: -8.703
Gap between HOMO and LUMO in Ha: 0.3573
E_LUMO in eV: 1.02

Atom charges from the Mulliken analysis, given in e for atoms 1 to 6: C -1.06; C -0.07; C -0.26; N -0.38; C -0.24; H 0.34

The structure with the greatest stability is three.

one:
This record from the OMol25 dataset describes a single C23H26N4O3 molecule. The level of theory is the ωB97M-V functional and the def2-TZVPD basis.

```
! wB97M-V def2-TZVPD RIJCOSX def2/J DEFGRID3
* xyz 0 1
C 3.681 -6.611 -0.654
C 4.596 -5.393 -0.735
O 3.981 -4.291 -1.374
C 3.044 -3.561 -0.715
C 2.693 -3.705 0.623
C 1.733 -2.884 1.188
C 1.101 -1.916 0.422
C 1.453 -1.761 -0.915
C 2.414 -2.571 -1.475
H 2.696 -2.464 -2.510
H 0.961 -1.005 -1.506
N 0.112 -1.066 0.981
N 0.201 0.208 0.601
C -0.626 1.099 1.038
C -1.699 0.772 1.942
C -2.624 1.699 2.437
C -3.630 1.286 3.280
C -3.748 -0.055 3.646
C -2.851 -0.981 3.166
C -1.821 -0.579 2.313
C -0.875 -1.580 1.818
O -0.931 -2.767 2.081
H -2.914 -2.026 3.430
H -4.543 -0.363 4.308
H -4.337 2.007 3.663
H -2.525 2.738 2.165
C -0.351 2.526 0.670
O -0.368 3.392 1.531
N -0.057 2.791 -0.617
C -0.108 1.845 -1.709
H 0.855 1.330 -1.806
C -0.448 2.581 -3.014
N -1.436 3.593 -2.717
C -0.885 4.680 -1.924
C 0.228 4.152 -1.011
H 1.193 4.171 -1.528
H 0.301 4.755 -0.105
H -1.702 5.091 -1.322
H -0.473 5.493 -2.542
C -2.262 4.014 -3.826
C -1.528 4.630 -5.024
H -0.841 3.912 -5.466
H -0.966 5.512 -4.727
H -2.251 4.926 -5.779
H -2.820 3.135 -4.165
H -2.981 4.736 -3.432
H -0.874 1.868 -3.722
H 0.469 2.997 -3.465
H -0.882 1.104 -1.498
H 1.473 -3.007 2.226
H 3.162 -4.446 1.249
H 5.461 -5.620 -1.366
H 4.961 -5.110 0.259
H 4.216 -7.441 -0.200
H 3.363 -6.900 -1.653
H 2.796 -6.394 -0.062
*
```

Computed properties:
E_HOMO in eV: -8.057
Gap between HOMO and LUMO in Ha: 0.3045
E_LUMO in eV: 0.23

Atom charges from the Mulliken analysis, given in e for atoms 1 to 6: C -1.03; C -0.42; O -0.46; C 0.80; C -0.19; C -0.88

two:
This record from the OMol25 dataset describes a single C23H26N4O3 molecule. The level of theory is the ωB97M-V functional and the def2-TZVPD basis.

```
! wB97M-V def2-TZVPD RIJCOSX def2/J DEFGRID3
* xyz 0 1
O -1.656 -2.259 1.869
C -1.048 -1.232 1.675
N -1.692 -0.131 1.099
C -1.165 1.134 1.082
C -1.947 2.228 0.685
C -1.464 3.510 0.793
C -0.207 3.743 1.343
C 0.582 2.680 1.712
C 0.151 1.359 1.534
C 0.983 0.224 1.873
N 2.298 0.393 2.130
H 2.713 -0.454 2.531
C 3.213 1.085 1.253
C 3.735 0.118 0.175
N 2.666 -0.256 -0.733
C 2.448 0.755 -1.756
C 0.998 0.848 -2.225
H 0.950 1.628 -2.990
C 0.443 -0.456 -2.792
H -0.521 -0.241 -3.260
C 0.252 -1.510 -1.703
C 1.486 -2.365 -1.427
H 1.302 -2.925 -0.510
H 1.609 -3.095 -2.230
C 2.806 -1.586 -1.310
H 3.483 -2.179 -0.690
H 3.271 -1.511 -2.306
H -0.039 -1.005 -0.783
H -0.562 -2.185 -1.975
H 1.104 -0.836 -3.573
H 0.374 1.167 -1.387
H 2.729 1.732 -1.354
H 3.095 0.564 -2.631
H 4.582 0.595 -0.346
H 4.112 -0.778 0.675
H 2.717 1.923 0.768
H 4.051 1.453 1.851
C 0.365 -1.021 1.978
N 1.118 -2.189 2.233
O 0.767 -3.241 1.747
O 2.149 -2.080 2.906
H 1.529 2.862 2.194
H 0.141 4.754 1.490
H -2.082 4.341 0.487
H -2.949 2.057 0.323
C -2.996 -0.377 0.570
C -4.035 -0.732 1.418
C -5.284 -1.003 0.887
C -5.496 -0.915 -0.478
C -4.455 -0.559 -1.320
C -3.202 -0.294 -0.800
H -2.381 -0.025 -1.449
H -4.617 -0.495 -2.386
H -6.472 -1.128 -0.888
H -6.093 -1.285 1.544
H -3.859 -0.805 2.479
*
```

Computed properties:
E_HOMO in eV: -8.535
Gap between HOMO and LUMO in Ha: 0.2976
E_LUMO in eV: -0.44

Atom charges from the Mulliken analysis, given in e for atoms 1 to 6: O -0.63; C 1.09; N 0.64; C 1.27; C -1.06; C -0.87

The structure with the greatest stability is one.